1.
C2H2FGdLiO | the ωB97M-V functional and the def2-TZVPD basis

The geometry in XYZ format:
```
8
Properties=species:S:1:pos:R:3
C -0.920 -0.068 -1.421
F -1.607 0.778 -0.746
H -0.883 0.272 -2.473
C 1.751 -0.343 1.144
O 1.440 0.860 1.103
Gd 0.377 -1.975 -0.256
Li 1.311 2.313 2.317
H 2.455 -0.620 1.966
```

ΔE to the lowest compared entry with this formula, charge and spin = 7.1 kcal per mole
LUMO energy (spin up / spin down) = -14.72 / -15.45 eV
2S+1 = 8
total charge = +3
DFT total energy = -27874.69119 eV
HOMO-LUMO gap (spin up / spin down) = 8.51 / 6.95 eV
⟨S²⟩ = 16.23

2.
C14H42O7PbS7 | the ωB97M-V functional and the def2-TZVPD basis

The geometry in XYZ format:
```
71
Properties=species:S:1:pos:R:3
Pb 0.576 -0.947 0.240
C 3.346 4.221 5.868
S 3.425 2.365 5.631
O 2.861 2.206 4.241
C 5.312 2.372 5.384
H 3.702 4.782 5.004
H 3.794 4.555 6.803
H 2.297 4.486 5.998
H 5.766 3.134 4.750
H 5.581 1.350 5.116
H 5.810 2.447 6.351
C 0.451 -0.779 -7.664
S 1.176 -2.051 -6.442
O 0.706 -1.588 -5.029
C -0.015 -3.483 -6.729
H 0.893 0.158 -7.326
H -0.624 -0.701 -7.498
H 0.604 -1.060 -8.706
H -0.895 -3.454 -6.087
H 0.484 -4.452 -6.691
H -0.336 -3.341 -7.761
C -5.565 1.947 -3.384
S -5.727 0.373 -2.427
O -4.655 0.476 -1.356
C -7.356 0.753 -1.684
H -5.418 2.853 -2.796
H -6.408 1.988 -4.074
H -4.636 1.821 -3.940
H -7.974 0.985 -2.551
H -7.213 1.568 -0.974
H -7.952 -0.051 -1.253
C -4.788 -0.868 5.348
S -3.979 -2.485 5.268
O -2.721 -2.302 4.423
C -3.311 -2.799 6.941
H -4.115 -0.072 5.668
H -5.672 -0.959 5.980
H -5.020 -0.378 4.402
H -4.007 -3.180 7.689
H -2.806 -1.909 7.318
H -2.488 -3.496 6.783
C -2.520 -8.205 1.239
S -2.116 -7.440 -0.409
O -1.419 -6.070 -0.229
C -0.640 -8.538 -0.889
H -2.293 -9.271 1.250
H -3.607 -8.177 1.320
H -2.135 -7.623 2.076
H 0.090 -8.399 -0.091
H -0.105 -8.268 -1.799
H -0.911 -9.593 -0.857
C 8.293 0.426 -0.526
S 6.993 1.450 -1.290
O 5.732 1.074 -0.508
C 7.300 3.210 -0.694
H 9.175 1.065 -0.507
H 8.462 -0.539 -1.004
H 7.943 0.383 0.506
H 7.383 3.314 0.388
H 6.581 3.938 -1.069
H 8.261 3.573 -1.060
C -0.524 6.220 -0.284
S 0.403 5.325 -1.569
O -0.208 3.974 -1.486
C -0.192 6.055 -3.178
H -1.540 6.432 -0.617
H -0.065 7.139 0.081
H -0.640 5.574 0.586
H -0.296 7.118 -2.957
H -1.072 5.423 -3.299
H 0.563 5.946 -3.956
```

ΔE to the lowest compared entry with this formula, charge and spin = 258.9 kcal per mole
LUMO energy = -10.20 eV
total charge = +2
DFT total energy = -110598.26602 eV
HOMO-LUMO gap = 2.17 eV

3.
C54H156O42 | the ωB97M-V functional and the def2-TZVPD basis

The geometry in XYZ format:
```
252
Properties=species:S:1:pos:R:3
C -1.034 6.036 0.851
C -1.960 7.002 0.169
C -3.494 6.779 0.470
O -1.739 8.270 0.816
H -1.115 5.115 0.273
H -1.253 5.821 1.897
H -0.003 6.324 0.647
H -1.815 7.125 -0.905
H -3.705 6.777 1.540
H -3.812 5.859 -0.021
H -4.150 7.540 0.048
H -0.822 8.520 0.682
C -4.541 1.792 1.818
C -3.469 1.933 2.911
C -2.441 2.995 2.723
O -4.079 2.151 4.160
H -4.179 1.209 0.971
H -4.806 2.815 1.549
H -5.422 1.312 2.243
H -2.882 1.018 2.994
H -1.863 2.623 1.877
H -1.720 3.072 3.537
H -2.753 4.018 2.514
H -4.706 1.438 4.302
C 5.446 -2.936 2.648
C 6.065 -3.330 1.255
C 7.466 -4.009 1.210
O 5.065 -4.138 0.711
H 5.212 -3.749 3.336
H 4.521 -2.371 2.534
H 6.053 -2.246 3.234
H 6.015 -2.484 0.570
H 8.226 -3.283 1.498
H 7.755 -4.347 0.215
H 7.505 -4.818 1.939
H 4.267 -3.968 1.217
C -2.107 -3.134 8.368
C -1.260 -3.741 7.253
C -1.542 -5.147 6.668
O -1.426 -2.966 6.108
H -2.335 -3.866 9.142
H -3.054 -2.774 7.967
H -1.617 -2.281 8.838
H -0.242 -3.765 7.642
H -0.826 -5.296 5.859
H -2.560 -5.353 6.337
H -1.388 -5.920 7.421
H -1.135 -2.063 6.258
C -4.055 2.221 -3.947
C -3.243 2.301 -2.598
C -4.193 2.548 -1.424
O -2.602 1.087 -2.384
H -4.644 1.311 -4.059
H -3.431 2.422 -4.818
H -4.722 3.080 -3.868
H -2.467 3.062 -2.677
H -3.613 2.757 -0.525
H -4.833 1.679 -1.277
H -4.890 3.386 -1.426
H -2.872 0.513 -3.104
C -2.833 6.368 -3.356
C -1.504 6.356 -4.167
C -1.438 5.097 -5.026
O -1.564 7.386 -5.110
H -2.920 5.496 -2.708
H -3.670 6.281 -4.048
H -2.964 7.287 -2.786
H -0.696 6.441 -3.440
H -1.568 4.157 -4.490
H -0.611 4.979 -5.727
H -2.319 5.088 -5.667
H -1.863 8.187 -4.674
C 3.325 -1.435 -2.635
C 4.227 -1.815 -1.458
O 5.226 -0.901 -1.165
O 4.042 -1.390 -3.876
H 2.937 -0.426 -2.492
H 2.482 -2.073 -2.899
H 4.690 -2.759 -1.745
H 3.523 -2.077 -0.668
H 5.945 -1.032 -1.788
H 3.481 -0.924 -4.500
C 4.010 2.890 0.442
C 2.457 2.921 0.354
O 1.985 2.582 -0.936
O 4.636 4.048 -0.213
H 4.429 2.023 -0.070
H 4.338 2.864 1.481
H 2.157 3.915 0.686
H 2.068 2.161 1.032
H 1.073 2.293 -0.853
H 4.496 3.906 -1.152
C -0.038 1.375 -5.439
C 0.859 0.580 -4.423
O 1.919 0.027 -5.234
O 0.475 2.608 -5.811
H -1.030 1.546 -5.021
H -0.163 0.783 -6.345
H 0.292 -0.112 -3.801
H 1.328 1.298 -3.750
H 2.022 0.473 -6.078
H 0.964 2.930 -5.050
C 1.547 4.752 6.275
C 1.014 4.737 4.773
O 2.152 4.514 3.920
O 2.132 3.478 6.608
H 0.736 4.863 6.995
H 2.283 5.519 6.514
H 0.545 5.675 4.477
H 0.313 3.929 4.566
H 2.565 3.718 4.260
H 2.431 3.501 7.520
C -3.882 -5.305 -3.051
C -3.072 -4.643 -4.223
O -1.825 -5.254 -4.440
O -3.429 -5.002 -1.749
H -3.912 -6.395 -3.054
H -4.924 -5.026 -3.209
H -2.905 -3.593 -3.982
H -3.736 -4.575 -5.085
H -1.914 -6.125 -4.833
H -2.575 -5.421 -1.622
C 1.668 -3.579 -5.599
C 0.505 -2.918 -6.305
O -0.643 -2.809 -5.452
O 1.278 -4.887 -5.239
H 2.179 -3.066 -4.784
H 2.398 -3.633 -6.408
H 0.167 -3.547 -7.129
H 0.887 -1.986 -6.721
H -0.797 -3.608 -4.942
H 0.766 -4.819 -4.429
C -8.151 -2.659 0.630
C -7.109 -2.546 1.819
O -6.164 -1.579 1.437
O -7.645 -3.319 -0.544
H -8.645 -1.711 0.416
H -8.987 -3.299 0.911
H -6.651 -3.523 1.971
H -7.546 -2.284 2.783
H -5.798 -1.963 0.637
H -7.414 -4.221 -0.312
C 7.235 1.589 1.414
C 6.899 0.297 2.135
O 6.895 0.306 3.552
O 8.575 1.938 1.610
H 6.624 2.442 1.708
H 7.106 1.401 0.348
H 7.657 -0.445 1.883
H 5.983 -0.116 1.714
H 7.811 0.413 3.819
H 8.748 2.841 1.335
C 2.528 5.012 -3.625
C 3.901 4.517 -4.100
O 4.616 4.052 -2.927
O 1.621 3.953 -3.509
H 2.094 5.710 -4.341
H 2.630 5.590 -2.707
H 4.475 5.346 -4.515
H 3.884 3.833 -4.948
H 4.949 3.159 -3.047
H 2.039 3.307 -2.935
C -3.344 -0.757 -5.754
C -4.763 -1.394 -5.863
O -5.418 -1.161 -7.093
O -2.744 -1.045 -4.470
H -3.442 0.328 -5.753
H -2.750 -1.112 -6.597
H -5.427 -1.121 -5.043
H -4.740 -2.453 -5.605
H -6.070 -1.827 -7.326
H -1.891 -1.430 -4.683
C 0.983 -4.942 3.323
C 2.155 -3.978 3.028
O 2.298 -3.715 1.658
O 1.506 -6.229 3.396
H 0.122 -4.807 2.669
H 0.631 -4.829 4.348
H 3.112 -4.289 3.448
H 1.880 -3.048 3.526
H 1.704 -2.991 1.444
H 0.865 -6.849 3.750
C -4.247 -1.766 -1.079
C -5.193 -1.499 -2.246
O -6.545 -1.230 -1.865
O -4.574 -2.973 -0.431
H -4.322 -0.915 -0.401
H -3.217 -1.825 -1.431
H -5.193 -2.301 -2.984
H -4.929 -0.640 -2.864
H -6.858 -2.044 -1.462
H -4.125 -3.698 -0.871
C -3.304 -3.590 2.941
C -2.873 -2.060 3.025
O -1.472 -1.884 3.226
O -3.247 -4.289 4.186
H -2.548 -4.103 2.346
H -4.253 -3.766 2.433
H -3.533 -1.552 3.728
H -3.092 -1.519 2.105
H -1.389 -1.602 4.140
H -2.461 -3.995 4.654
C 1.847 0.892 4.223
C 3.388 0.945 4.020
O 3.791 2.272 4.094
O 1.503 1.108 5.584
H 1.500 -0.112 3.981
H 1.288 1.600 3.610
H 3.754 0.407 3.146
H 3.702 0.388 4.903
H 4.618 2.283 4.580
H 1.895 1.949 5.830
C 0.660 -0.428 0.881
C -0.354 -0.239 -0.333
O -0.307 1.085 -0.821
O 0.422 -1.758 1.352
H 0.401 0.294 1.655
H 1.686 -0.286 0.543
H -1.372 -0.474 -0.022
H -0.031 -0.931 -1.110
H -0.986 1.126 -1.498
H -0.316 -1.704 1.964
C -1.619 0.618 6.210
C -1.310 1.121 7.668
O -2.386 1.989 8.074
O -0.635 -0.347 5.783
H -1.525 1.420 5.478
H -2.645 0.284 6.058
H -0.388 1.684 7.810
H -1.114 0.326 8.387
H -2.458 2.734 7.473
H 0.139 0.203 5.642
C 6.243 1.018 -3.925
C 7.498 0.327 -3.430
O 7.403 -1.017 -2.994
O 5.320 1.334 -2.917
H 5.794 0.434 -4.728
H 6.445 1.941 -4.470
H 7.953 0.938 -2.651
H 8.238 0.328 -4.231
H 7.331 -1.572 -3.775
H 5.149 0.511 -2.455
C 0.951 -4.554 -2.023
C 0.301 -5.037 -0.753
O -0.850 -5.802 -1.050
O 0.034 -3.841 -2.868
H 1.285 -5.461 -2.527
H 1.890 -4.028 -1.853
H -0.059 -4.270 -0.067
H 0.990 -5.561 -0.091
H -0.674 -6.739 -0.933
H -0.768 -4.367 -2.830
```

LUMO energy = 0.07 eV
DFT total energy = -144513.57211 eV
HOMO-LUMO gap = 9.28 eV